1.
# C4H6O2Pt

A structure of composition C4H6O2Pt in a non-equilibrium geometry (ωB97M-V with the def2-TZVPD basis set, the OMol25 dataset).

Summary:
DFT total energy: -425.23572 Ha
Charge: +1
Molar mass: 281.2 g mol⁻¹
Energy above the lowest of the compared OMol25 structures with the same formula, charge and spin: 16.5 kJ/mol
Multiplicity: 4
⟨S²⟩: 3.77

XYZ file:
```
13
Properties=species:S:1:pos:R:3:lowdin_charge:R:1
Pt -1.84 -1.30 1.75 1.19
O 1.07 -0.28 -2.41 -0.03
O -2.71 0.13 1.92 -0.35
C 0.89 -0.35 -0.05 -0.18
C 0.31 0.23 -1.34 -0.26
C 0.25 0.17 1.15 -0.08
C -0.56 0.62 2.00 -0.04
H 0.82 -1.45 -0.07 0.13
H 0.36 1.33 -1.30 0.14
H 0.74 0.09 -3.24 0.10
H 1.97 -0.12 0.01 0.15
H -0.75 -0.06 -1.43 0.12
H -0.56 0.98 3.03 0.10
```

2.
# C4H6O2S4

The molecule C4H6O2S4 in a non-equilibrium geometry (ωB97M-V with the def2-TZVPD basis set, the OMol25 dataset).

Summary:
DFT total energy: -1899.14398 Ha
Charge: 0
Molar mass: 214.4 g mol⁻¹
Energy above the lowest of the compared OMol25 structures with the same formula, charge and spin: 186.7 kJ/mol
SMILES string: O=C1C(S)(S)COC1(S)S
Multiplicity: 1

XYZ file:
```
16
Properties=species:S:1:pos:R:3:lowdin_charge:R:1
S -0.98 1.49 2.00 0.74
S 2.03 1.37 1.37 0.80
S 0.90 -0.81 -2.39 0.80
S -2.02 -0.47 -2.07 0.76
O -0.19 2.05 -0.99 0.13
O -0.48 -1.30 -0.05 -0.17
C -0.41 -0.42 -1.09 -1.04
C 0.42 0.66 1.15 -1.03
C 0.27 -0.86 1.10 -0.23
C -0.14 0.97 -0.58 -0.47
H 2.31 1.07 0.18 -0.17
H 1.43 -1.25 1.13 0.17
H -1.10 0.51 3.03 -0.07
H 0.47 -0.03 -3.24 -0.21
H -2.23 -1.69 -1.45 -0.08
H -0.27 -1.28 1.89 0.08
```

3.
# C4H6O2Sm

A structure of composition C4H6O2Sm in a non-equilibrium geometry (ωB97M-V with the def2-TZVPD basis set, the OMol25 dataset).

Summary:
DFT total energy: -964.08221 Ha
Charge: +1
Molar mass: 236.5 g mol⁻¹
Energy above the lowest of the compared OMol25 structures with the same formula, charge and spin: 0.0 kJ/mol
Multiplicity: 8
⟨S²⟩: 15.76

XYZ file:
```
13
Properties=species:S:1:pos:R:3:lowdin_charge:R:1
Sm 2.26 -0.73 0.27 1.56
O 0.72 -2.06 0.08 -0.43
O 0.83 2.11 -1.51 0.05
C 0.36 0.96 -1.06 -0.34
C -0.14 0.80 0.21 -0.16
C -0.57 -1.72 0.19 -0.27
C -0.89 -0.38 0.81 -0.21
H -0.36 0.20 -1.57 0.18
H 1.73 2.26 -1.21 0.11
H -1.97 -0.18 0.74 0.14
H 0.00 1.66 0.87 0.13
H -1.31 -2.53 0.28 0.11
H -0.66 -0.40 1.90 0.12
```

4.
# C4H6O2Tl

A structure of composition C4H6O2Tl in a non-equilibrium geometry (ωB97M-V with the def2-TZVPD basis set, the OMol25 dataset).

Summary:
DFT total energy: -477.33459 Ha
Charge: +3
Molar mass: 290.5 g mol⁻¹
Multiplicity: 1

XYZ file:
```
13
Properties=species:S:1:pos:R:3:lowdin_charge:R:1
Tl -1.19 1.65 -3.13 1.86
O -0.35 -0.47 -0.60 0.18
O 0.23 1.68 -0.81 0.10
C 0.24 -1.96 1.22 0.01
C -0.47 0.55 -1.28 -0.17
C -0.47 2.67 -1.33 0.19
C 0.43 -0.57 0.68 -0.07
H -0.81 -2.16 1.44 0.12
H 0.82 -2.03 2.15 0.14
H 0.03 0.21 1.34 0.16
H -0.55 3.49 -0.60 0.18
H 1.46 -0.35 0.41 0.17
H 0.62 -2.71 0.52 0.12
```